(1)
A molecular structure, C44H38N7O4PtS4. Source: OMol25; level of theory: ωB97M-V/def2-TZVPD.

Values from the calculation:
**2S+1**: 3
**E**: -4095.28655 Eh
**Gap between HOMO and LUMO (spin up / spin down)**: 7.3 / 7.7 eV
**F_max**: 0.578 eV Å⁻¹
**ΔE to the lowest compared entry with this formula, charge and spin**: 0.00 kJ/mol
**Expectation value of S²**: 2.01
**Total charge**: +1

Structure (XYZ):
```
98
C44H38N7O4PtS4 ωB97M-V/def2-TZVPD
Pt 0.2273 0.6370 -0.4249
N -1.0488 -1.0107 -1.0903
S -0.9034 -2.4622 -1.2081
N 0.0595 -3.0624 -2.4056
S 1.5522 -3.4034 -2.5569
N 2.7074 -2.7667 -1.7541
S 2.8050 -1.1420 -1.4346
N 1.9053 -0.6006 -0.4314
C 2.8172 -0.4183 -3.0785
C 3.8943 -0.6334 -3.9278
C 3.8651 -0.1062 -5.2055
C 2.7655 0.6300 -5.6336
C 1.6913 0.8308 -4.7848
C 1.7136 0.2992 -3.5008
C 4.5176 -1.0716 -0.9689
C 5.0229 0.2114 -0.8045
C 6.3231 0.3641 -0.3537
C 7.0934 -0.7532 -0.0583
C 6.5690 -2.0271 -0.2152
C 5.2697 -2.1950 -0.6750
C 1.8111 -5.1395 -2.2844
C 1.0508 -6.0129 -3.0532
C 1.1353 -7.3704 -2.7993
C 1.9688 -7.8365 -1.7870
C 2.7209 -6.9497 -1.0327
C 2.6448 -5.5851 -1.2762
C 1.8352 -3.2228 -4.3058
C 3.0364 -3.7221 -4.7937
C 3.3174 -3.5894 -6.1405
C 2.4084 -2.9506 -6.9777
C 1.2210 -2.4479 -6.4703
C 0.9199 -2.5871 -5.1218
C -0.4182 -3.3371 0.2712
C -0.0779 -4.6850 0.3024
C 0.2554 -5.2696 1.5108
C 0.2598 -4.5131 2.6780
C -0.0667 -3.1681 2.6335
C -0.4134 -2.5731 1.4270
C -2.4568 -3.1806 -1.7587
C -3.4313 -2.2654 -2.1248
C -4.6587 -2.7265 -2.5809
C -4.9037 -4.0872 -2.6615
C -3.9195 -4.9944 -2.2897
C -2.6892 -4.5462 -1.8403
H 4.7557 -1.1970 -3.5899
H 4.7071 -0.2614 -5.8673
H 2.7529 1.0508 -6.6307
H 0.8324 1.4043 -5.1079
H 0.8583 0.4444 -2.8533
H 4.4134 1.0825 -1.0065
H 6.7300 1.3584 -0.2264
H 8.1069 -0.6283 0.2999
H 7.1701 -2.8952 0.0203
H 4.8575 -3.1850 -0.8103
H 0.4005 -5.6381 -3.8357
H 0.5550 -8.0660 -3.3902
H 2.0334 -8.8988 -1.5911
H 3.3669 -7.3175 -0.2467
H 3.2038 -4.8769 -0.6806
H 3.7432 -4.2076 -4.1305
H 4.2441 -3.9794 -6.5394
H 2.6296 -2.8487 -8.0321
H 0.5188 -1.9470 -7.1232
H -0.0062 -2.2071 -4.7089
H -0.0537 -5.2813 -0.5974
H 0.5148 -6.3199 1.5387
H 0.5232 -4.9772 3.6195
H -0.0499 -2.5642 3.5306
H -0.6420 -1.5109 1.4101
H -3.2179 -1.2067 -2.0499
H -5.4219 -2.0166 -2.8703
H -5.8626 -4.4449 -3.0125
H -4.1113 -6.0576 -2.3469
H -1.9347 -5.2641 -1.5580
O -1.3269 1.4657 3.3512
C -0.4347 1.4637 2.5103
O -0.2145 0.4679 1.7162
C 0.4992 2.6515 2.4075
C 0.3467 3.7048 3.3046
C 1.1651 4.8248 3.2343
C 2.1482 4.9172 2.2627
C 2.2860 3.8583 1.3819
C 1.4932 2.7309 1.4373
N 3.3284 3.9146 0.3396
O 3.3967 2.9835 -0.4427
O 4.0771 4.8615 0.3319
H -0.4240 3.6237 4.0596
H 1.0403 5.6336 3.9415
H 2.7983 5.7764 2.1840
H 1.6293 1.9146 0.7216
N -2.9771 0.6963 0.5214
C -2.5305 1.9374 0.3785
N -3.0464 2.9144 1.1153
S -1.3396 2.3452 -0.7998
H -3.4050 0.4221 1.3932
H -2.5134 -0.0287 -0.0278
H -3.6523 2.7124 1.8940
H -2.5707 3.7991 1.1085
```

Let us look at the Mulliken charges, expressed in e, one per atom:
1 Pt 3.612
2 N -1.739
3 S 1.882
4 N -0.175
5 S 1.475
6 N 0.217
7 S 1.022
8 N -1.026
9 C 0.701
10 C -0.319
11 C -0.833
12 C -0.649
13 C -1.068
14 C -0.275
15 C -0.037
16 C -0.357
17 C -0.762
18 C -0.560
19 C -0.784
20 C -0.073
21 C 0.137
22 C -0.917
23 C -0.831
24 C -0.541
25 C -0.897
26 C 0.069
27 C 0.416
28 C -1.110
29 C -0.846
30 C -0.560
31 C -0.729
32 C 0.007
33 C 1.158
34 C 0.116
35 C -1.241
36 C -0.728
37 C -0.824
38 C -0.418
39 C 0.168
40 C -0.488
41 C -0.878
42 C -0.520
43 C -0.888
44 C -0.203
45 H 0.550
46 H 0.490
47 H 0.433
48 H 0.522
49 H 0.217
50 H 0.531
51 H 0.485
52 H 0.408
53 H 0.452
54 H 0.283
55 H 0.519
56 H 0.460
57 H 0.437
58 H 0.493
59 H 0.505
60 H 0.447
61 H 0.455
62 H 0.438
63 H 0.477
64 H 0.475
65 H 0.203
66 H 0.495
67 H 0.421
68 H 0.534
69 H 0.031
70 H 0.456
71 H 0.441
72 H 0.414
73 H 0.443
74 H 0.344
75 O -0.743
76 C -0.195
77 O -1.184
78 C 0.811
79 C -0.876
80 C -0.541
81 C -0.712
82 C -0.367
83 C 0.256
84 N 1.105
85 O -0.701
86 O -0.626
87 H 0.523
88 H 0.418
89 H 0.511
90 H 0.540
91 N -0.209
92 C 0.237
93 N -0.272
94 S -0.480
95 H 0.300
96 H 0.142
97 H 0.242
98 H 0.261

(2)
A molecular structure, C44H39AsClMgN3O7P2S2. Source: OMol25; level of theory: ωB97M-V/def2-TZVPD.

Values from the calculation:
**2S+1**: 1
**E**: -6766.35890 Eh
**Gap between HOMO and LUMO**: 8.6 eV
**F_max**: 1.147 eV Å⁻¹

Structure (XYZ):
```
100
C44H39AsClMgN3O7P2S2 ωB97M-V/def2-TZVPD
Mg -0.3638 -0.8928 -0.0746
O -2.9484 -0.2438 -0.1013
N -2.8278 -0.1635 1.2646
C -3.1405 -1.1452 1.9977
C -2.6008 -1.0321 3.3619
C -3.1659 -1.7448 4.4112
C -2.6566 -1.6240 5.6927
C -1.5695 -0.7950 5.9248
C -0.9687 -0.1131 4.8759
C -1.4540 -0.2268 3.5773
P -0.6138 0.5981 2.1538
C 1.0247 0.9840 2.9173
C 1.5176 2.2617 3.1653
C 2.8080 2.4371 3.6569
C 3.6170 1.3373 3.9051
C 3.1299 0.0561 3.6688
C 1.8459 -0.1176 3.1748
C -1.3185 2.2858 2.0728
C -2.2309 2.7773 3.0033
C -2.7282 4.0702 2.8837
C -2.3075 4.8910 1.8449
C -1.4025 4.4071 0.9102
C -0.9229 3.1083 1.0209
H -3.0838 -1.1809 -0.3645
H -3.6330 -2.0510 1.6418
H -4.0211 -2.3847 4.2175
H -3.1073 -2.1723 6.5104
H -1.1723 -0.6940 6.9275
H -0.1015 0.5024 5.0730
H 0.8977 3.1298 2.9774
H 3.1786 3.4375 3.8510
H 4.6240 1.4762 4.2828
H 3.7535 -0.8080 3.8699
H 1.4638 -1.1172 2.9889
H -2.5630 2.1471 3.8204
H -3.4507 4.4351 3.6046
H -2.6875 5.9031 1.7645
H -1.0647 5.0401 0.0959
H -0.2289 2.7240 0.2823
Cl 2.4595 1.7182 -0.1330
C 1.9095 2.9980 -1.1829
C 2.6183 4.1892 -1.1380
C 2.2768 5.2187 -1.9975
C 1.2400 5.0464 -2.9013
C 0.5253 3.8579 -2.9211
C 0.8268 2.8084 -2.0536
P -0.0653 1.1781 -2.0553
C 0.9671 0.4530 -3.4054
C 1.9478 -0.4800 -3.0758
C 2.7790 -1.0165 -4.0510
C 2.6322 -0.6258 -5.3745
C 1.6607 0.3096 -5.7138
C 0.8374 0.8489 -4.7362
C -1.6650 1.5433 -2.8572
C -2.2361 0.6442 -3.7575
C -3.5016 0.8801 -4.2773
C -4.2137 2.0088 -3.9001
C -3.6649 2.8956 -2.9822
C -2.4041 2.6576 -2.4550
H 3.4366 4.2946 -0.4368
H 2.8284 6.1511 -1.9688
H 0.9798 5.8379 -3.5928
H -0.2890 3.7449 -3.6244
H 2.0687 -0.7991 -2.0481
H 3.5287 -1.7473 -3.7691
H 3.2720 -1.0456 -6.1417
H 1.5425 0.6166 -6.7465
H 0.0806 1.5733 -5.0164
H -1.7031 -0.2556 -4.0397
H -3.9318 0.1693 -4.9712
H -5.2018 2.1909 -4.3056
H -4.2205 3.7713 -2.6709
H -2.0006 3.3396 -1.7147
O -2.4154 -4.5045 1.2437
As -0.7672 -3.9246 1.0457
O 0.0384 -4.6717 2.2862
O -0.6438 -2.2568 1.1682
C -0.0453 -4.5485 -0.6415
C 1.0091 -5.4489 -0.5498
C 1.7547 -5.7580 -1.6753
C 1.4618 -5.1695 -2.8998
C 0.3970 -4.2917 -3.0168
C -0.3606 -3.9988 -1.8902
S -1.5792 -2.7309 -2.0336
O -2.2008 -2.8033 -3.3222
O -2.4874 -2.8877 -0.9050
O -0.7586 -1.4769 -1.8491
H -2.3446 -5.0982 2.0073
H 1.2482 -5.8690 0.4178
H 2.5936 -6.4393 -1.5938
H 2.0744 -5.3847 -3.7665
H 0.1446 -3.8310 -3.9646
N 2.6380 -3.2623 2.6075
C 3.2603 -2.7603 1.5443
N 4.6142 -2.7495 1.5818
S 2.4976 -2.1221 0.1686
H 3.1908 -3.6706 3.3453
H 1.6201 -3.5378 2.5957
H 5.1207 -3.0371 2.4007
H 5.0931 -2.2445 0.8596
```

These are the Mulliken partial charges, in e, on atoms 1 to 99:
1 Mg 3.540
2 O -0.290
3 N -0.417
4 C -0.621
5 C 0.194
6 C -0.812
7 C -0.692
8 C -0.805
9 C -0.418
10 C 0.109
11 P 2.120
12 C -0.086
13 C -0.589
14 C -0.689
15 C -0.772
16 C -0.547
17 C 0.092
18 C 0.017
19 C -0.904
20 C -0.823
21 C -0.974
22 C -0.501
23 C 0.667
24 H 0.342
25 H 0.366
26 H 0.495
27 H 0.410
28 H 0.436
29 H 0.495
30 H 0.447
31 H 0.420
32 H 0.365
33 H 0.352
34 H 0.520
35 H 0.442
36 H 0.431
37 H 0.391
38 H 0.584
39 H -0.173
40 Cl -0.003
41 C 0.638
42 C -0.640
43 C -0.722
44 C -0.795
45 C -0.793
46 C -0.009
47 P 0.932
48 C 0.888
49 C -0.478
50 C -0.453
51 C -0.653
52 C -0.796
53 C -0.249
54 C 0.516
55 C -0.664
56 C -0.898
57 C -0.659
58 C -0.782
59 C -0.532
60 H 0.522
61 H 0.393
62 H 0.431
63 H 0.384
64 H -0.014
65 H 0.530
66 H 0.400
67 H 0.449
68 H 0.329
69 H 0.453
70 H 0.463
71 H 0.397
72 H 0.449
73 H 0.231
74 O -0.673
75 As 0.817
76 O -0.916
77 O -0.032
78 C -0.368
79 C -0.591
80 C -0.634
81 C -0.651
82 C -0.846
83 C 0.391
84 S 1.468
85 O -0.729
86 O -0.934
87 O -1.169
88 H 0.301
89 H 0.558
90 H 0.393
91 H 0.434
92 H 0.502
93 N -0.051
94 C 0.145
95 N -0.381
96 S -0.049
97 H 0.243
98 H -0.001
99 H 0.197

Question: Which of these has the lowest E?
Answer: C44H39AsClMgN3O7P2S2

Question: Which of these has the lowest E?
Answer: C44H39AsClMgN3O7P2S2

Question: What is the E in the second record?
Answer: -6766.35890 Eh

Question: Among the records above, which one has the highest E?
Answer: C44H38N7O4PtS4